Entry from the Open Molecules 2025 dataset: a cluster of 10 separate species, C42H102N10O6 in total (the ωB97M-V functional and the def2-TZVPD basis).

Geometry as XYZ:
```
160
Properties=species:S:1:pos:R:3:lowdin_charge:R:1
C -16.175 -8.304 -6.667 -0.093
C -17.102 -7.172 -7.174 -0.275
N -16.553 -5.849 -7.358 -0.201
C -17.260 -5.125 -8.442 -0.184
C -16.362 -3.800 -8.881 -0.061
C -16.427 -5.000 -6.108 -0.236
C -15.807 -5.750 -4.979 -0.089
H -16.555 -9.239 -7.078 0.072
H -15.946 -8.393 -5.604 0.052
H -15.157 -7.986 -6.891 0.061
H -17.486 -7.474 -8.148 0.100
H -17.936 -7.169 -6.471 0.111
H -17.623 -5.696 -9.297 0.091
H -18.136 -4.780 -7.894 0.095
H -16.325 -3.048 -8.092 0.050
H -15.321 -4.006 -9.128 0.022
H -16.865 -3.430 -9.775 0.060
H -17.393 -4.519 -5.956 0.114
H -15.777 -4.191 -6.440 0.078
H -15.626 -5.078 -4.140 0.080
H -14.859 -6.168 -5.318 0.076
H -16.506 -6.493 -4.595 0.072
C -11.811 -6.765 -14.564 -0.096
C -12.254 -7.194 -13.157 -0.224
N -13.557 -6.547 -12.944 -0.147
C -13.920 -5.180 -13.527 -0.210
C -13.229 -4.001 -12.771 -0.064
C -14.133 -6.807 -11.574 -0.233
C -15.644 -6.633 -11.404 -0.094
H -10.741 -6.958 -14.486 0.059
H -11.644 -5.699 -14.719 0.054
H -12.347 -6.975 -15.490 0.065
H -12.382 -8.277 -13.142 0.104
H -11.410 -6.853 -12.558 0.089
H -13.626 -5.127 -14.576 0.073
H -14.987 -4.962 -13.479 0.098
H -12.139 -4.006 -12.778 0.048
H -13.500 -3.134 -13.373 0.064
H -13.516 -3.976 -11.720 0.058
H -13.553 -6.620 -10.670 0.096
H -14.045 -7.881 -11.406 0.098
H -16.021 -7.074 -10.482 0.055
H -16.283 -7.231 -12.053 0.079
H -16.057 -5.630 -11.287 0.053
C -11.019 2.965 -10.361 -0.104
C -12.275 2.292 -9.787 -0.194
N -12.701 1.067 -10.659 -0.143
C -12.911 1.359 -12.121 -0.267
C -12.936 0.195 -13.102 -0.098
C -13.914 0.418 -10.065 -0.267
C -13.594 -0.456 -8.868 -0.098
H -10.101 3.027 -9.777 0.067
H -11.226 3.981 -10.697 0.066
H -10.658 2.491 -11.274 0.054
H -11.956 1.878 -8.831 0.099
H -13.049 3.028 -9.566 0.103
H -13.699 2.099 -12.264 0.112
H -12.138 1.974 -12.582 0.086
H -13.967 -0.099 -13.297 0.067
H -12.511 0.519 -14.053 0.058
H -12.316 -0.645 -12.788 0.067
H -14.517 -0.151 -10.773 0.107
H -14.602 1.223 -9.808 0.103
H -14.471 -1.073 -8.671 0.059
H -13.319 0.003 -7.919 0.073
H -12.718 -1.003 -9.215 0.076
C -6.690 -3.724 -10.298 -0.081
C -7.199 -2.846 -11.457 -0.260
N -7.367 -3.538 -12.737 -0.171
C -7.307 -2.595 -13.933 -0.216
C -5.837 -2.148 -14.149 -0.087
C -8.621 -4.375 -12.647 -0.230
C -8.479 -5.751 -11.933 -0.075
H -6.014 -3.148 -9.667 0.071
H -6.194 -4.670 -10.515 0.073
H -7.628 -3.938 -9.786 0.046
H -8.131 -2.372 -11.150 0.113
H -6.396 -2.113 -11.534 0.095
H -7.948 -1.738 -13.729 0.110
H -7.586 -3.165 -14.819 0.075
H -5.381 -1.516 -13.387 0.060
H -5.982 -1.487 -15.003 0.067
H -5.150 -2.972 -14.342 0.074
H -9.576 -3.912 -12.399 0.101
H -8.696 -4.593 -13.713 0.077
H -9.262 -6.434 -12.263 0.037
H -7.512 -6.213 -12.135 0.074
H -8.624 -5.590 -10.865 0.047
C -10.045 -3.474 -16.577 -0.096
N -10.996 -2.471 -16.806 -0.186
C -10.958 -1.234 -15.983 -0.019
C -11.635 -2.498 -18.014 -0.334
O -12.413 -1.653 -18.369 0.025
H -10.293 -4.405 -17.088 0.068
H -10.085 -3.601 -15.495 0.074
H -9.038 -3.110 -16.784 0.084
H -11.295 -1.609 -15.017 0.069
H -9.988 -0.803 -15.734 0.082
H -11.541 -0.411 -16.396 0.087
H -11.393 -3.367 -18.644 0.133
C -13.501 -5.970 -18.702 -0.038
N -12.824 -5.375 -19.899 -0.173
C -13.368 -4.297 -20.650 -0.085
C -11.717 -6.008 -20.428 -0.349
O -11.169 -5.672 -21.464 0.009
H -13.209 -5.358 -17.849 0.063
H -13.118 -6.941 -18.386 0.089
H -14.586 -6.001 -18.801 0.079
H -13.827 -3.496 -20.072 0.077
H -12.639 -3.593 -21.050 0.096
H -14.141 -4.672 -21.321 0.097
H -11.494 -6.933 -19.874 0.112
C -13.166 -4.481 -7.941 -0.075
N -11.862 -4.018 -7.677 -0.200
C -10.739 -4.771 -8.145 -0.039
C -11.770 -2.793 -7.126 -0.332
O -10.748 -2.119 -6.924 -0.008
H -13.320 -4.642 -9.008 0.074
H -13.910 -3.752 -7.622 0.063
H -13.179 -5.438 -7.419 0.099
H -9.768 -4.288 -8.029 0.086
H -10.721 -5.759 -7.686 0.096
H -10.746 -4.798 -9.234 0.082
H -12.758 -2.344 -6.944 0.118
C -9.794 -10.527 -12.747 -0.045
N -9.588 -11.912 -13.238 -0.184
C -10.791 -12.732 -13.150 -0.053
C -8.425 -12.538 -13.484 -0.319
O -8.340 -13.758 -13.795 -0.030
H -10.806 -10.179 -12.953 0.067
H -9.048 -9.828 -13.124 0.077
H -9.696 -10.456 -11.663 0.086
H -11.189 -12.806 -14.162 0.094
H -10.574 -13.724 -12.755 0.091
H -11.607 -12.256 -12.605 0.082
H -7.580 -11.872 -13.251 0.132
C -7.061 -7.640 -16.298 -0.019
N -7.952 -6.763 -17.063 -0.183
C -7.412 -5.529 -17.432 -0.066
C -9.181 -7.060 -17.394 -0.320
O -10.026 -6.422 -18.066 -0.038
H -6.108 -7.739 -16.818 0.091
H -7.467 -8.640 -16.146 0.091
H -6.811 -7.155 -15.354 0.089
H -7.170 -4.855 -16.610 0.084
H -6.455 -5.765 -17.897 0.097
H -7.970 -4.940 -18.160 0.100
H -9.510 -7.960 -16.851 0.134
C -15.206 -6.588 -16.238 -0.083
N -16.262 -6.990 -17.164 -0.196
C -17.285 -5.922 -17.472 -0.014
C -16.356 -8.213 -17.728 -0.296
O -17.211 -8.398 -18.662 -0.055
H -14.619 -5.791 -16.692 0.044
H -14.451 -7.357 -16.073 0.087
H -15.808 -6.146 -15.443 0.087
H -17.093 -5.024 -16.886 0.081
H -17.163 -5.666 -18.525 0.086
H -18.302 -6.221 -17.218 0.091
H -15.755 -8.985 -17.223 0.134
```

Summary:
HOMO = -8.595 eV
DFT total energy = -2660.1548 a.u.
Orbital gap = 8.6 eV
Structure (SMILES) = CCN(CC)CC.CCN(CC)CC.CCN(CC)CC.CCN(CC)CC.CN(C)C=O.CN(C)C=O.CN(C)C=O.CN(C)C=O.CN(C)C=O.CN(C)C=O
Net charge = 0
Energy above the lowest of the compared OMol25 structures with the same formula, charge and spin = 236.1 kcal/mol



Entry from the Open Molecules 2025 dataset: a cluster of 2 separate species, C20H21Cl2N2 in total (the ωB97M-V functional and the def2-TZVPD basis).

Geometry as XYZ:
```
45
Properties=species:S:1:pos:R:3:lowdin_charge:R:1
C -5.737 0.287 -0.280 -0.155
C -5.722 -1.240 -0.428 -0.156
C -4.270 -1.647 -0.706 -0.140
N -3.491 -0.440 -0.496 -0.185
N -2.197 -0.487 -0.503 -0.012
C -1.340 0.466 -0.329 -0.074
C -4.290 0.771 -0.411 -0.149
H -6.353 0.738 -1.064 0.110
H -6.148 0.594 0.685 0.110
H -6.081 -1.746 0.474 0.110
H -6.353 -1.556 -1.263 0.109
H -3.902 -2.463 -0.066 0.120
H -4.169 -1.985 -1.752 0.119
H -0.408 0.209 0.186 0.033
H -1.580 1.499 -0.642 0.069
H -4.172 1.381 -1.324 0.121
H -3.970 1.413 0.423 0.121
Cl 3.011 6.340 -1.992 0.760
C 2.415 4.778 -1.632 -0.645
C 1.513 4.139 -2.501 -0.069
C 1.098 2.837 -2.235 0.010
C 1.593 2.127 -1.107 -0.207
C 1.402 0.713 -0.951 0.003
C 2.011 -0.039 0.065 -0.078
C 1.859 -1.415 0.206 0.051
C 2.594 -2.227 1.130 -0.202
C 2.500 -3.648 1.107 0.006
C 3.201 -4.438 2.012 -0.070
C 4.008 -3.829 2.990 -0.650
Cl 4.830 -4.778 4.149 0.756
C 4.147 -2.433 3.014 -0.073
C 3.451 -1.649 2.102 0.004
C 2.312 2.878 -0.141 0.007
C 2.767 4.159 -0.422 -0.069
H 1.147 4.684 -3.367 0.117
H 0.383 2.346 -2.899 0.130
H 0.884 0.160 -1.738 0.132
H 2.668 0.477 0.767 0.094
H 1.125 -1.903 -0.436 0.138
H 1.870 -4.122 0.355 0.126
H 3.125 -5.522 1.994 0.117
H 4.788 -1.970 3.760 0.116
H 3.559 -0.568 2.144 0.111
H 2.538 2.423 0.821 0.116
H 3.389 4.685 0.297 0.118
```

Summary:
HOMO = -10.285 eV
DFT total energy = -1804.2608 a.u.
Orbital gap = 4.7 eV
Net charge = +1



Entry from the Open Molecules 2025 dataset: a structure of composition C50H112F18N13O32S6 (the ωB97M-V functional and the def2-TZVPD basis).

Geometry as XYZ:
```
231
Properties=species:S:1:pos:R:3:lowdin_charge:R:1
C 3.252 7.122 4.128 -0.035
C 3.028 5.764 3.446 -0.152
N 3.446 4.506 4.199 -0.297
C 2.671 4.425 5.449 0.007
C 3.000 3.379 3.343 -0.153
C 3.261 1.957 3.878 -0.025
C 4.880 4.643 4.487 -0.095
C 5.792 4.372 3.346 -0.185
O 6.225 3.031 3.488 -0.209
C 7.005 2.405 2.453 -0.062
H 2.820 7.841 3.412 0.091
H 4.312 7.386 4.254 0.076
H 2.725 7.201 5.101 0.092
H 3.543 5.678 2.471 0.099
H 1.987 5.551 3.325 0.097
H 3.043 5.243 6.096 0.114
H 2.980 3.526 6.017 0.117
H 1.611 4.526 5.285 0.079
H 3.442 3.524 2.299 0.110
H 1.859 3.411 3.291 0.158
H 2.744 1.746 4.779 0.063
H 4.313 1.797 3.991 0.073
H 2.842 1.285 3.163 0.048
H 4.992 3.943 5.348 0.161
H 5.005 5.682 4.804 0.116
H 6.636 5.038 3.498 0.131
H 5.443 4.471 2.318 0.114
H 8.087 2.586 2.541 0.084
H 6.722 2.724 1.443 0.072
H 6.838 1.322 2.612 0.103
C -5.111 1.976 -0.515 -0.046
C -5.344 2.433 0.871 -0.155
N -4.157 2.657 1.796 -0.252
C -3.408 3.734 1.154 -0.003
C -4.779 3.142 3.106 -0.166
C -5.679 2.248 3.886 -0.052
C -3.250 1.457 2.000 -0.063
C -2.071 1.492 2.954 -0.150
O -2.165 0.216 3.666 -0.216
C -1.607 0.374 4.976 -0.070
H -4.338 1.207 -0.614 0.069
H -4.824 2.799 -1.150 0.063
H -6.063 1.796 -0.964 0.091
H -5.991 1.788 1.481 0.117
H -5.757 3.447 0.897 0.139
H -3.215 3.587 0.071 0.108
H -2.506 3.857 1.683 0.076
H -3.993 4.649 1.160 0.100
H -5.205 4.114 2.799 0.141
H -3.876 3.399 3.754 0.112
H -6.417 1.775 3.257 0.067
H -6.194 2.953 4.543 0.098
H -5.191 1.454 4.443 0.088
H -3.011 0.976 1.016 0.126
H -3.962 0.827 2.477 0.111
H -2.141 2.344 3.668 0.103
H -1.072 1.551 2.558 0.110
H -0.531 0.643 4.835 0.088
H -1.729 -0.552 5.578 0.092
H -2.075 1.207 5.519 0.091
C 0.205 6.387 -3.812 -0.041
C -0.845 6.893 -2.804 -0.098
N -0.104 7.201 -1.478 -0.242
C 0.916 8.285 -1.639 0.017
C -1.115 7.649 -0.439 -0.154
C -1.971 8.836 -0.757 -0.065
C 0.613 5.985 -1.084 -0.120
C 1.253 5.846 0.292 -0.173
O 2.191 6.835 0.609 -0.220
C 3.601 6.786 0.261 -0.058
H -0.300 6.192 -4.786 0.109
H 0.664 5.494 -3.495 0.025
H 0.966 7.071 -4.155 0.082
H -1.672 6.210 -2.651 0.088
H -1.222 7.835 -3.093 0.106
H 1.188 8.544 -0.624 0.107
H 0.598 9.073 -2.282 0.100
H 1.810 7.985 -2.138 0.093
H -0.530 7.766 0.476 0.131
H -1.841 6.774 -0.451 0.142
H -2.656 8.615 -1.552 0.070
H -1.364 9.732 -1.016 0.088
H -2.614 9.102 0.086 0.096
H 1.457 5.880 -1.740 0.078
H -0.005 5.114 -1.318 0.131
H 1.779 4.848 0.273 0.133
H 0.573 5.761 1.102 0.091
H 3.978 5.784 0.491 0.072
H 4.117 7.556 0.933 0.114
H 3.775 7.136 -0.720 0.054
C -3.216 -8.669 -3.054 -0.036
C -4.118 -7.433 -3.188 -0.161
N -3.502 -6.182 -3.707 -0.292
C -3.127 -6.422 -5.186 0.056
C -4.589 -5.216 -3.724 -0.212
C -4.271 -3.858 -4.326 -0.036
C -2.276 -5.767 -3.008 -0.105
C -2.352 -5.441 -1.560 -0.229
O -2.174 -6.544 -0.722 -0.181
C -0.770 -6.776 -0.459 -0.046
H -2.351 -8.542 -2.373 0.080
H -2.782 -8.910 -4.053 0.063
H -3.896 -9.472 -2.768 0.091
H -4.384 -7.117 -2.178 0.128
H -5.035 -7.687 -3.793 0.152
H -4.080 -6.501 -5.699 0.117
H -2.461 -7.300 -5.200 0.067
H -2.461 -5.662 -5.516 0.092
H -4.933 -5.251 -2.652 0.147
H -5.393 -5.723 -4.327 0.138
H -3.974 -4.021 -5.365 0.076
H -3.453 -3.296 -3.838 0.068
H -5.229 -3.265 -4.305 0.109
H -1.792 -4.955 -3.571 0.114
H -1.638 -6.637 -3.089 0.115
H -3.245 -4.958 -1.305 0.093
H -1.581 -4.697 -1.297 0.105
H -0.696 -7.883 -0.307 0.106
H -0.486 -6.157 0.407 0.086
H -0.102 -6.565 -1.338 0.099
C 2.811 -2.715 -1.381 -0.072
O 1.439 -2.332 -1.565 -0.221
C 0.792 -2.852 -2.755 -0.192
C -0.632 -2.391 -2.871 -0.212
N -0.715 -0.951 -2.744 -0.027
H -0.302 -0.660 -1.850 0.097
H -0.396 0.101 -4.714 0.113
C -2.117 -0.441 -2.782 -0.181
C -2.150 1.086 -2.792 -0.185
O -1.910 1.542 -1.454 -0.218
C -0.738 2.277 -1.227 -0.099
H 2.912 -3.788 -1.580 0.091
H 3.053 -2.639 -0.346 0.070
H 3.521 -2.114 -1.959 0.087
H 0.806 -3.923 -2.697 0.087
H 1.436 -2.525 -3.584 0.138
H -1.185 -2.925 -2.055 0.105
H -1.108 -2.739 -3.802 0.119
H -2.783 -0.713 -1.950 0.114
H -2.646 -0.726 -3.721 0.124
H -3.143 1.461 -3.038 0.128
H -1.418 1.508 -3.477 0.094
H -0.583 2.459 -0.164 0.087
H -0.934 3.266 -1.642 0.072
H 0.105 1.919 -1.781 0.073
C -1.721 -3.337 5.098 -0.069
O -2.023 -2.830 3.793 -0.185
C -1.742 -3.770 2.790 -0.194
C -0.802 -3.068 1.804 -0.079
N -1.277 -1.676 1.514 0.083
H -1.992 -1.793 0.773 0.111
H -1.793 -1.310 2.317 0.127
C -0.148 -0.803 1.114 -0.060
C 1.135 -0.863 1.955 -0.185
O 0.797 -0.972 3.300 -0.199
C 1.770 -1.232 4.224 -0.109
H -1.678 -4.452 5.060 0.103
H -2.493 -3.080 5.840 0.090
H -0.773 -2.966 5.407 0.068
H -2.681 -4.109 2.356 0.125
H -1.162 -4.645 3.114 0.100
H -0.839 -3.567 0.799 0.137
H 0.206 -3.101 2.228 0.105
H -0.562 0.225 1.102 0.111
H 0.121 -1.066 0.102 0.103
H 1.837 -0.067 1.726 0.098
H 1.681 -1.725 1.660 0.098
H 2.765 -1.065 3.774 0.106
H 1.697 -2.302 4.486 0.081
H 1.485 -0.648 5.102 0.086
N -0.834 1.092 -6.389 -0.487
O -0.531 -0.037 -5.697 0.093
O -0.595 2.110 -5.803 0.080
O -1.112 0.968 -7.532 0.135
N -1.123 4.910 4.246 -0.634
O -2.265 4.490 4.188 -0.057
O -0.540 4.877 5.329 -0.040
O -0.533 5.285 3.233 -0.044
N -4.181 -2.424 0.520 -0.613
O -3.186 -2.941 -0.019 -0.078
O -4.203 -1.215 0.766 -0.032
O -5.136 -3.128 0.802 0.009
N -4.539 5.695 -1.632 -0.617
O -3.388 5.456 -2.099 -0.120
O -5.455 5.187 -2.280 -0.029
O -4.629 6.407 -0.618 -0.053
C 0.246 -10.315 -4.469 -0.725
F -0.270 -10.085 -3.282 0.132
F 1.475 -10.706 -4.317 0.179
F -0.471 -11.354 -4.954 0.114
S 0.037 -8.874 -5.564 0.563
O 0.874 -9.201 -6.672 -0.268
O -1.377 -8.981 -5.856 -0.327
N 0.420 -7.679 -4.641 -0.283
S 1.013 -6.289 -5.235 0.543
O 1.159 -6.309 -6.618 -0.235
O 0.366 -5.148 -4.729 -0.274
C 2.651 -6.338 -4.438 -0.641
F 3.321 -7.514 -4.712 0.092
F 3.427 -5.433 -5.005 0.153
F 2.534 -6.311 -3.107 0.136
C 4.025 0.702 -0.718 -0.622
F 2.910 0.064 -1.243 0.075
F 4.360 0.041 0.365 0.145
F 5.059 0.637 -1.585 0.141
S 3.502 2.375 -0.185 0.528
O 2.461 2.038 0.778 -0.296
O 4.671 3.025 0.262 -0.269
N 2.937 2.875 -1.509 -0.297
S 3.696 3.828 -2.536 0.671
O 3.470 5.295 -2.385 -0.334
O 5.070 3.481 -2.789 -0.275
C 2.641 3.323 -4.018 -0.773
F 2.873 4.055 -5.124 0.142
F 3.022 2.104 -4.290 0.168
F 1.442 3.428 -3.714 0.207
C 2.921 -5.496 4.832 -0.592
F 2.142 -4.893 5.782 0.086
F 4.198 -5.103 5.007 0.106
F 2.882 -6.831 5.160 0.079
S 2.478 -5.189 3.037 0.601
O 1.019 -5.357 2.967 -0.326
O 3.093 -3.840 2.842 -0.332
N 3.139 -6.384 2.341 -0.304
S 4.670 -6.517 1.769 0.596
O 4.669 -6.424 0.362 -0.269
O 5.650 -5.835 2.526 -0.275
C 4.941 -8.325 2.196 -0.745
F 5.119 -8.495 3.453 0.192
F 3.881 -8.967 1.761 0.153
F 6.066 -8.672 1.576 0.137
```

Summary:
HOMO = -6.997 eV
DFT total energy = -9277.7518 a.u.
Orbital gap = 8.2 eV
Net charge = -1



Entry from the Open Molecules 2025 dataset: a structure of composition C4H5NO3 (the ωB97M-V functional and the def2-TZVPD basis).

Geometry as XYZ:
```
13
Properties=species:S:1:pos:R:3:lowdin_charge:R:1
C 1.473 0.568 0.280 -0.347
C 0.406 1.355 0.153 -0.077
C -1.203 0.985 -0.248 -0.153
C -1.742 -0.557 0.293 -0.443
H 2.434 -1.597 -0.590 0.184
H 0.791 -1.784 -0.787 0.215
H 2.521 1.182 0.964 0.195
H 0.825 2.418 0.625 0.141
H -1.180 -1.338 -1.374 0.043
N 1.536 -0.925 0.295 -0.104
O -2.056 1.890 -0.340 0.050
O -1.496 -1.594 -0.561 0.090
O -2.309 -0.604 1.290 0.205
```

Summary:
HOMO = -9.839 eV
DFT total energy = -435.5838 a.u.
Orbital gap = 8.8 eV
Net charge = 0
Energy above the lowest of the compared OMol25 structures with the same formula, charge and spin = 211.3 kcal/mol